# 1
# C8H17N2O

A cluster of 2 separate species, C8H17N2O in total at a distorted geometry (ωB97M-V/def2-TZVPD, the OMol25 dataset).

2S+1	3
<S²>	2.0061
charge	+1
Kohn-Sham gap (spin up / spin down)	5.8 / 8.0	eV

Geometry as XYZ:
```
28
Properties=species:S:1:pos:R:3:forces:R:3
C 3.583 -1.258 -0.920 1.2 -1.1 2.1
C 4.443 -0.516 0.134 0.9 2.2 -0.7
C 2.260 0.204 0.294 0.1 -1.5 -0.7
C -3.721 -1.467 0.807 -1.2 1.6 1.1
C -0.921 2.355 -0.488 6.2 7.9 3.9
C -2.550 -0.722 0.205 1.7 -1.9 3.1
C -1.818 1.420 -0.812 -6.1 -7.0 -1.2
C -2.807 0.690 0.010 -1.4 3.4 0.4
N 2.260 -0.723 -0.643 -0.6 -1.4 -1.3
N 1.146 0.810 0.652 0.2 2.6 2.5
O 3.478 0.318 0.801 -2.0 2.0 1.1
H 3.792 -1.109 -1.963 0.7 -0.1 -0.2
H 4.923 -1.040 0.999 -0.3 -0.2 -1.4
H 5.162 0.213 -0.349 -0.5 -1.0 0.7
H -4.459 -1.858 0.155 -0.1 -0.7 -1.5
H -3.298 -2.273 1.352 -0.2 -0.8 1.0
H -4.455 -0.805 1.379 1.6 -0.7 0.2
H -0.861 2.872 0.561 -0.4 -1.0 -2.1
H 1.466 -0.998 -1.241 0.6 0.5 0.8
H -2.175 -1.337 -0.581 0.4 0.1 -1.2
H -1.676 -0.720 1.032 -1.6 -0.4 -1.7
H -1.965 1.073 -1.786 0.4 0.1 -1.8
H 3.839 -2.264 -0.518 -1.4 -0.2 -1.3
H -3.824 0.866 -0.446 0.7 -0.3 0.2
H -2.909 1.120 1.037 0.1 0.0 -0.7
H -0.364 2.869 -1.271 -0.1 0.0 0.3
H 0.198 0.690 0.164 2.0 0.2 0.9
H 1.254 1.590 1.435 -0.6 -2.3 -2.4
```
Positions in Å, forces in eV/Å.

Taken from the Löwdin analysis, the atomic charges in e are: number 1, C, carries -0.09; number 2, C, carries -0.07; number 3, C, carries -0.41; number 4, C, carries -0.11; number 5, C, carries -0.06; number 6, C, carries -0.31; number 7, C, carries -0.20; number 8, C, carries -0.28; number 9, N, carries 0.12; number 10, N, carries 0.22; number 11, O, carries 0.05; number 12, H, carries 0.13; number 13, H, carries 0.15; number 14, H, carries 0.15; number 15, H, carries 0.06; number 16, H, carries 0.06; number 17, H, carries 0.11; number 18, H, carries 0.12; number 19, H, carries 0.19; number 20, H, carries 0.10; number 21, H, carries 0.15; number 22, H, carries 0.10; number 23, H, carries 0.14; number 24, H, carries 0.15; number 25, H, carries 0.13; number 26, H, carries 0.07; number 27, H, carries 0.11; number 28, H, carries 0.21

---

# 2
# C8H17N2O2S

A cluster of 2 separate species, C8H17N2O2S in total at a distorted geometry (ωB97M-V/def2-TZVPD, the OMol25 dataset).

2S+1	1
charge	+1
Kohn-Sham gap	8.3	eV

Geometry as XYZ:
```
30
Properties=species:S:1:pos:R:3:forces:R:3
C 2.980 -0.372 0.024 0.9 -0.1 -2.5
C -1.516 -2.071 -0.197 -1.3 0.0 -2.5
C -0.110 -1.973 0.364 0.8 -0.7 -0.5
C -2.058 -0.912 -1.132 -0.6 -1.3 2.9
C -0.321 0.307 0.881 1.2 -0.8 -2.1
C -0.891 1.465 0.090 -0.1 -0.5 1.4
C -1.181 2.737 0.893 -0.6 0.8 0.1
C -0.047 1.794 -1.115 0.3 0.5 0.9
N 3.557 -1.174 -0.828 0.5 -0.9 1.7
N 0.339 -0.577 0.195 -0.6 0.4 0.9
O 3.253 -0.539 1.239 0.7 -1.1 1.3
O -0.730 0.106 2.107 0.0 -0.2 0.9
S -2.575 0.571 -0.153 1.1 0.4 -1.7
H -1.708 -2.977 -0.869 0.6 0.8 1.4
H -2.335 -1.944 0.451 -0.4 -1.1 2.0
H -0.085 -2.419 1.380 0.3 0.4 -0.5
H 0.555 -2.548 -0.336 -0.5 0.2 0.9
H -1.404 -0.869 -1.904 2.0 1.6 -2.5
H -2.929 -1.391 -1.546 -0.8 0.5 0.0
H -0.274 3.381 0.933 -0.4 -0.7 0.5
H -1.655 2.569 1.913 0.7 0.4 -1.2
H -1.878 3.390 0.327 0.1 -0.6 0.3
H 0.506 0.994 -1.546 -0.3 -0.9 -0.4
H 0.722 2.509 -0.812 -0.2 0.3 0.1
H -0.696 2.264 -1.792 -0.6 0.7 -1.4
H 3.624 -1.073 -1.794 -0.6 0.9 -1.8
H 4.151 -1.939 -0.534 -0.2 0.0 0.6
H 2.756 -0.028 1.864 -0.8 0.7 0.5
H 2.483 0.472 -0.389 -0.7 0.5 0.1
H -1.223 0.900 2.327 -0.5 0.1 0.7
```
Positions in Å, forces in eV/Å.

Taken from the Löwdin analysis, the atomic charges in e are: number 1, C, carries -0.20; number 2, C, carries -0.22; number 3, C, carries -0.21; number 4, C, carries -0.41; number 5, C, carries -0.51; number 6, C, carries -0.65; number 7, C, carries -0.08; number 8, C, carries -0.07; number 9, N, carries 0.26; number 10, N, carries 0.01; number 11, O, carries 0.22; number 12, O, carries 0.12; number 13, S, carries 1.00; number 14, H, carries 0.14; number 15, H, carries 0.07; number 16, H, carries 0.12; number 17, H, carries 0.11; number 18, H, carries 0.04; number 19, H, carries 0.07; number 20, H, carries 0.10; number 21, H, carries 0.10; number 22, H, carries 0.10; number 23, H, carries 0.06; number 24, H, carries 0.09; number 25, H, carries 0.08; number 26, H, carries 0.12; number 27, H, carries 0.16; number 28, H, carries 0.15; number 29, H, carries 0.14; number 30, H, carries 0.09

---

# 3
# C8H17N2P

An isolated molecule of C8H17N2P at a distorted geometry (ωB97M-V/def2-TZVPD, the OMol25 dataset).

2S+1	1
structure (SMILES)	CCC[C@](N)(P)[C@@H](C#N)CC
Kohn-Sham gap	10.3	eV

Geometry as XYZ:
```
28
Properties=species:S:1:pos:R:3:forces:R:3
C -1.390 0.297 -0.937 -0.5 0.5 1.6
C -1.230 1.586 3.175 0.1 1.2 1.1
C -0.484 -2.316 -2.393 0.9 -2.5 -2.0
C -0.591 0.546 2.204 0.1 0.5 1.2
C 0.091 -0.937 -2.142 -0.1 -1.5 -1.1
C 0.381 1.111 1.172 -3.5 -0.2 -1.7
C -0.177 -0.557 -0.731 -2.0 0.4 2.0
C 0.893 0.289 -0.019 0.1 -0.2 0.2
N -2.221 1.096 -1.030 0.4 -0.7 -0.2
N 1.982 -0.588 0.364 -0.9 3.2 1.6
P 1.707 1.668 -1.100 0.8 -1.8 0.2
H -0.710 1.766 4.201 -0.5 -0.4 -1.9
H -1.400 2.635 2.730 0.1 -1.7 0.4
H -2.197 1.103 3.424 0.3 0.9 0.1
H 0.135 -3.112 -1.890 -0.7 0.8 0.0
H -1.549 -2.495 -2.166 0.5 0.5 0.2
H -0.356 -2.645 -3.492 -0.3 0.8 1.4
H -1.499 0.130 1.792 0.3 -0.5 -0.8
H -0.147 -0.181 2.867 0.3 -0.7 0.0
H -0.525 -0.235 -2.715 1.1 -0.1 -0.7
H 1.166 -0.942 -2.376 -0.5 0.2 -0.2
H 1.270 1.466 1.593 0.9 1.3 0.9
H -0.351 1.836 0.649 1.8 -0.1 0.9
H -0.450 -1.476 -0.040 0.5 1.8 -1.3
H 2.432 -0.963 -0.370 1.9 -1.6 -2.9
H 1.813 -1.241 1.057 -0.7 -1.4 1.6
H 0.871 1.573 -2.215 -0.4 0.1 -0.2
H 2.536 0.584 -1.610 0.0 1.1 -0.2
```
Positions in Å, forces in eV/Å.

Taken from the Löwdin analysis, the atomic charges in e are: number 1, C, carries -0.24; number 2, C, carries -0.12; number 3, C, carries -0.12; number 4, C, carries -0.27; number 5, C, carries -0.29; number 6, C, carries -0.25; number 7, C, carries -0.32; number 8, C, carries -0.72; number 9, N, carries 0.18; number 10, N, carries 0.05; number 11, P, carries 0.95; number 12, H, carries 0.09; number 13, H, carries 0.09; number 14, H, carries 0.06; number 15, H, carries 0.09; number 16, H, carries 0.08; number 17, H, carries 0.10; number 18, H, carries 0.09; number 19, H, carries 0.10; number 20, H, carries 0.10; number 21, H, carries 0.10; number 22, H, carries 0.08; number 23, H, carries 0.11; number 24, H, carries 0.19; number 25, H, carries 0.00; number 26, H, carries 0.06; number 27, H, carries -0.11; number 28, H, carries -0.08

---

# 4
# C8H17N3O

A cluster of 2 separate species, C8H17N3O in total at a distorted geometry (ωB97M-V/def2-TZVPD, the OMol25 dataset).

2S+1	1
charge	+2
Kohn-Sham gap	10.3	eV

Geometry as XYZ:
```
29
Properties=species:S:1:pos:R:3:forces:R:3
C -0.503 -1.108 -2.431 0.6 3.2 -2.6
C -1.656 1.582 2.493 -0.2 -0.4 1.7
C -0.691 0.656 3.285 -0.9 1.6 0.8
C 1.346 -0.085 -3.311 0.6 3.2 -0.4
C -1.298 1.444 1.090 -0.2 -0.3 -0.4
C 0.481 0.665 2.365 1.9 1.0 0.6
C 1.589 -0.477 -1.818 1.0 1.3 -3.3
C 0.115 -1.475 -0.135 0.0 -1.5 1.9
N 0.127 -0.768 -3.537 -0.9 -1.3 -0.9
N -0.107 0.901 1.023 -1.5 1.0 -1.6
N 0.273 -0.666 -1.359 -3.9 -2.5 0.9
O -1.761 -1.366 -2.443 -0.7 -0.9 2.4
H -2.685 1.531 2.864 0.1 0.2 -0.7
H -1.259 2.572 2.661 -0.2 1.1 0.4
H -0.425 1.150 4.267 -0.4 -0.8 -1.0
H -1.165 -0.303 3.458 0.2 -0.3 0.0
H 1.146 1.019 -3.484 -0.1 -0.8 0.9
H 2.084 -0.172 -4.126 0.2 -1.2 0.9
H -2.355 -1.622 -3.181 1.2 0.1 -0.1
H -2.003 1.869 0.280 1.8 -1.0 0.8
H 1.100 1.621 2.566 -0.5 -1.7 -0.2
H 1.069 -0.259 2.504 0.1 0.6 -0.8
H 2.167 -1.343 -1.957 0.9 -1.6 1.0
H 2.055 0.307 -1.283 0.9 0.5 0.5
H -0.820 -1.321 0.528 1.5 0.3 -1.5
H 0.037 -2.563 -0.388 0.6 0.8 0.2
H 1.046 -1.264 0.492 -1.4 -0.7 -0.8
H -0.337 -0.696 -4.436 -0.1 -0.3 0.1
H 0.352 0.786 0.096 -0.3 0.3 1.2
```
Positions in Å, forces in eV/Å.

Taken from the Löwdin analysis, the atomic charges in e are: number 1, C, carries -0.32; number 2, C, carries -0.12; number 3, C, carries -0.13; number 4, C, carries -0.09; number 5, C, carries 0.03; number 6, C, carries -0.13; number 7, C, carries -0.10; number 8, C, carries -0.03; number 9, N, carries 0.14; number 10, N, carries 0.05; number 11, N, carries -0.11; number 12, O, carries 0.24; number 13, H, carries 0.15; number 14, H, carries 0.15; number 15, H, carries 0.16; number 16, H, carries 0.13; number 17, H, carries 0.16; number 18, H, carries 0.15; number 19, H, carries 0.20; number 20, H, carries 0.20; number 21, H, carries 0.18; number 22, H, carries 0.14; number 23, H, carries 0.14; number 24, H, carries 0.13; number 25, H, carries 0.13; number 26, H, carries 0.13; number 27, H, carries 0.12; number 28, H, carries 0.20; number 29, H, carries 0.14

---

# 5
# C8H17N4S2

A structure of composition C8H17N4S2 at a distorted geometry (ωB97M-V/def2-TZVPD, the OMol25 dataset).

2S+1	1
charge	+1
Kohn-Sham gap	8.1	eV

Geometry as XYZ:
```
31
Properties=species:S:1:pos:R:3:forces:R:3
C -4.306 0.124 -0.306 -0.7 -0.4 0.8
C -4.334 1.399 0.108 0.5 4.0 -0.8
C -3.012 -0.379 -0.391 2.5 0.3 -0.6
C -2.039 0.582 -0.085 1.4 -0.7 -0.7
C -2.682 -1.677 -1.057 1.7 -1.1 3.0
C -0.499 0.548 -0.376 -2.5 0.0 -0.2
C 2.440 -0.877 0.353 1.9 1.2 -3.2
C 2.475 1.473 0.782 2.5 2.7 -1.9
N 1.521 -2.028 0.250 -1.1 3.9 0.2
N 2.217 2.632 1.511 -2.1 1.2 0.2
N 1.726 0.340 0.764 -1.1 -1.2 1.3
N 0.314 0.161 0.767 1.8 -1.6 0.7
S -2.707 2.094 0.224 -1.7 -0.4 0.5
S 2.520 2.171 -1.499 0.3 -1.4 0.6
H -5.189 -0.483 -0.426 -0.1 0.0 -0.4
H -5.044 2.254 -0.057 0.1 -1.6 0.8
H -1.909 -1.589 -1.783 0.5 0.4 -0.9
H -2.211 -2.434 -0.293 -1.3 1.0 -1.3
H -3.536 -2.071 -1.522 -1.1 -0.9 -0.5
H -0.446 -0.176 -1.173 0.7 -0.5 -0.2
H -0.127 1.464 -0.782 0.0 0.7 -0.2
H 2.819 -0.564 -0.714 -0.4 -1.2 1.7
H 3.324 -1.045 0.979 -0.5 -0.2 0.0
H 3.622 1.278 0.732 -2.4 0.0 0.2
H 1.760 -2.786 0.817 0.3 -1.5 1.0
H 1.332 -2.251 -0.704 0.0 -0.6 -0.6
H 1.253 3.122 1.406 2.3 -1.5 0.1
H 2.953 3.378 1.539 -0.8 -1.5 -0.3
H -0.004 0.328 1.704 -0.8 0.5 0.1
H 0.577 -1.283 0.612 0.2 -0.2 0.1
H 2.106 3.420 -1.420 -0.2 0.6 0.4
```
Positions in Å, forces in eV/Å.

Taken from the Löwdin analysis, the atomic charges in e are: number 1, C, carries -0.15; number 2, C, carries -0.34; number 3, C, carries -0.33; number 4, C, carries -0.51; number 5, C, carries -0.04; number 6, C, carries -0.17; number 7, C, carries -0.14; number 8, C, carries -0.42; number 9, N, carries 0.16; number 10, N, carries 0.04; number 11, N, carries -0.18; number 12, N, carries 0.00; number 13, S, carries 1.04; number 14, S, carries 0.38; number 15, H, carries 0.13; number 16, H, carries 0.09; number 17, H, carries 0.05; number 18, H, carries 0.12; number 19, H, carries 0.06; number 20, H, carries 0.10; number 21, H, carries 0.06; number 22, H, carries 0.15; number 23, H, carries 0.14; number 24, H, carries 0.15; number 25, H, carries 0.13; number 26, H, carries 0.14; number 27, H, carries 0.14; number 28, H, carries 0.13; number 29, H, carries 0.16; number 30, H, carries 0.19; number 31, H, carries -0.28

---

# 6
# C8H17NO4P

The ion C8H17NO4P with charge -1 at a distorted geometry (ωB97M-V/def2-TZVPD, the OMol25 dataset).

2S+1	1
structure (SMILES)	O=[P@]([O-])(O)[C@@H](O)NC1CCCCCC1
charge	-1
Kohn-Sham gap	8.6	eV

Geometry as XYZ:
```
31
Properties=species:S:1:pos:R:3:forces:R:3
C -2.499 0.765 1.179 2.5 2.4 0.2
C -2.282 1.601 -0.142 4.3 -2.3 1.0
C -1.220 -0.099 1.587 -1.4 0.1 -0.1
C -1.919 0.811 -1.411 -2.5 -1.4 -1.7
C -1.067 -1.225 0.572 -0.9 -3.9 0.1
C -0.503 0.184 -1.436 1.1 2.1 0.8
C -0.150 -1.106 -0.636 -0.2 -0.1 0.4
C 2.460 -0.652 -0.846 -2.6 0.5 1.2
N 1.188 -1.236 -0.066 2.4 1.3 -1.0
O 4.506 0.952 -0.060 -0.3 0.0 -0.1
O 2.027 1.543 0.641 -0.2 -0.1 0.2
O 3.374 -0.420 1.591 0.6 -0.5 0.9
O 3.444 -1.550 -1.171 0.3 -0.7 0.3
P 3.124 0.570 0.358 0.9 1.6 -1.3
H -2.721 1.628 1.882 0.3 -1.3 -0.1
H -3.386 0.185 1.075 -0.6 -0.8 0.0
H -3.181 2.018 -0.307 -3.0 2.2 -0.6
H -1.406 2.337 0.020 -1.6 -0.8 -0.1
H -0.264 0.495 1.739 -1.2 -0.4 -0.3
H -1.422 -0.699 2.503 0.0 1.1 -0.1
H -2.776 0.020 -1.673 1.7 1.0 1.1
H -2.200 1.487 -2.306 1.4 -0.6 1.1
H -0.801 -2.174 1.171 0.7 1.3 -0.8
H -2.018 -1.734 0.200 0.3 1.7 0.3
H -0.163 0.026 -2.428 0.0 -0.2 -1.3
H 0.173 1.063 -1.101 -0.7 -1.5 -0.1
H -0.192 -2.033 -1.223 -0.9 0.4 -0.4
H 2.113 -0.133 -1.726 -0.2 0.1 -0.5
H 1.140 -0.548 0.667 -0.1 0.1 0.5
H 2.529 -0.770 1.842 -0.6 -0.6 0.6
H 4.094 -1.306 -0.495 0.7 -0.7 -0.4
```
Positions in Å, forces in eV/Å.

Taken from the Löwdin analysis, the atomic charges in e are: number 1, C, carries -0.18; number 2, C, carries -0.22; number 3, C, carries -0.17; number 4, C, carries -0.23; number 5, C, carries -0.23; number 6, C, carries -0.15; number 7, C, carries -0.37; number 8, C, carries -0.40; number 9, N, carries 0.00; number 10, O, carries -0.35; number 11, O, carries -0.36; number 12, O, carries -0.15; number 13, O, carries -0.05; number 14, P, carries 0.22; number 15, H, carries 0.11; number 16, H, carries 0.08; number 17, H, carries 0.04; number 18, H, carries 0.14; number 19, H, carries 0.12; number 20, H, carries 0.10; number 21, H, carries 0.13; number 22, H, carries 0.11; number 23, H, carries 0.12; number 24, H, carries 0.12; number 25, H, carries 0.08; number 26, H, carries 0.13; number 27, H, carries 0.13; number 28, H, carries 0.10; number 29, H, carries 0.01; number 30, H, carries 0.03; number 31, H, carries 0.06